(1)
A cluster of 2 separate species, C9H10 in total in a non-equilibrium geometry. Source: the Open Molecules 2025 dataset; level of theory: wB97M-V/def2-TZVPD.

Its multiplicity is 1. The value obtained for the HOMO energy (alpha / beta) is -9.331 / -9.327 eV. For the HOMO-LUMO gap (alpha / beta), the calculation gives 8.25 / 8.25 eV. For the lowest unoccupied orbital energy (alpha / beta), the calculation gives -1.1 / -1.1 eV. As for the charge: 0.

Cartesian coordinates (Å):
C  -2.047300  -2.925609  -2.589187
C  -0.225959  -0.455790  -0.417432
C  -0.099629  1.810237  0.432824
C  -1.038649  0.542048  0.296319
C  1.159401  0.081794  -0.784940
C  0.904230  0.066024  1.689575
C  -1.388578  -2.126141  -1.984024
C  1.181453  1.026087  0.485208
C  -0.352069  -0.605458  1.054082
H  -2.428085  -3.311021  -3.562395
H  -2.184084  0.711654  0.129169
H  1.777467  -0.581289  1.777959
H  1.144076  0.760492  -1.620147
H  0.612790  0.642679  2.643940
H  -0.202690  2.438565  -0.571145
H  -0.706832  -1.263272  1.793220
H  2.077316  1.586405  0.443955
H  -0.165332  2.260075  1.452752
H  1.982474  -0.657481  -0.669733

Forces on the atoms, in the same order (eV/Å):
C -0.9 -0.8 -2.8
C 0.2 -1.9 -1.3
C -1.0 -0.3 -1.6
C -2.3 1.6 -0.2
C -0.9 -0.4 1.8
C 0.1 1.1 -1.0
C 2.2 3.0 3.2
C -0.1 -1.1 -0.2
C 1.2 1.5 0.7
H 0.2 0.1 1.7
H 2.4 -0.8 0.5
H -0.3 -0.2 0.6
H 0.3 -0.4 -0.7
H 0.7 -1.1 -1.3
H 0.1 -0.7 2.6
H -1.5 -1.2 -0.3
H 1.0 0.7 0.5
H -0.7 0.6 -1.3
H -0.7 0.5 -0.7

(2)
The molecule C6H10N2 in a non-equilibrium geometry. Source: the Open Molecules 2025 dataset; level of theory: wB97M-V/def2-TZVPD.

Its multiplicity is 1. The value obtained for the HOMO energy is -8.486 eV. For the HOMO-LUMO gap, the calculation gives 9.36 eV. For the lowest unoccupied orbital energy, the calculation gives 0.9 eV. As for the charge: 0.

Cartesian coordinates (Å):
N  0.924157  -1.206259  -0.221361
N  1.677107  1.646576  1.563257
C  0.846803  1.206954  0.878582
C  2.001313  -0.847403  -1.119658
C  -1.417346  -1.417549  0.200376
C  -1.589521  1.585970  0.603103
C  -0.393849  -0.618641  -0.121850
C  -0.351146  0.901884  0.010370
H  2.093677  -1.608097  -1.900908
H  -2.021048  1.025650  1.438827
H  1.111480  -1.997232  0.392984
H  -2.342727  -1.113616  0.675466
H  -1.447616  -2.473710  -0.055131
H  1.828157  0.118062  -1.601440
H  -2.365042  1.697399  -0.162027
H  2.948887  -0.809024  -0.576161
H  -0.165418  1.324686  -0.984626
H  -1.337868  2.584349  0.980195

Forces on the atoms, in the same order (eV/Å):
N -1.2 0.2 0.1
N -1.1 -0.9 -1.0
C 0.3 1.3 0.4
C -0.2 -0.3 -0.1
C -0.7 0.0 -0.4
C -0.4 0.1 0.0
C 1.7 -1.1 1.1
C 0.7 -0.3 0.7
H 0.1 0.2 -0.2
H 0.2 0.0 -0.1
H -0.4 0.5 -0.5
H 0.1 0.6 -0.3
H 0.6 0.1 0.2
H 0.0 -0.1 0.1
H 0.1 -0.1 0.1
H -0.1 0.2 0.0
H 0.2 0.0 0.2
H 0.0 -0.2 -0.2

(3)
The molecule C4H6N2O2 in a non-equilibrium geometry. Source: the Open Molecules 2025 dataset; level of theory: wB97M-V/def2-TZVPD.

Its multiplicity is 1. The value obtained for the HOMO energy is -9.760 eV. For the HOMO-LUMO gap, the calculation gives 9.36 eV. For the lowest unoccupied orbital energy, the calculation gives -0.4 eV. As for the charge: 0.

Cartesian coordinates (Å):
O  -2.692345  -0.225492  -0.250747
O  1.420593  1.988009  -0.223876
N  0.113125  2.041035  0.260190
N  1.322768  -0.703089  -0.580455
C  -2.033775  0.822623  0.025368
C  -0.482156  0.857828  0.181489
C  0.888930  -1.292370  0.716509
C  -0.076364  -0.502626  -0.230942
H  0.510156  -2.406048  0.747512
H  1.451439  -1.137223  -1.410232
H  1.383424  -0.947693  1.578760
H  -0.744826  -1.267961  -0.854294
H  1.551466  1.011374  -0.376496
H  -2.612440  1.761631  0.417219

Forces on the atoms, in the same order (eV/Å):
O 2.6 3.9 0.5
O -1.0 -0.3 1.2
N -0.4 -2.8 -1.4
N -0.3 2.3 4.1
C -2.2 -1.2 2.3
C -2.9 1.0 -1.7
C -2.2 -2.7 -3.5
C 1.7 -2.2 -0.1
H 1.3 2.2 -0.1
H 0.6 -2.5 -2.6
H 0.3 0.8 0.8
H 0.8 2.5 1.9
H 0.8 0.3 -0.3
H 1.0 -1.2 -1.1

> Look up the charge of the third one.

0

> Look up the charge of the first one.

0